[1]
Formula: C4H13BN
Source: the Open Molecules 2025 dataset
Level of theory: wB97M-V/def2-TZVPD

Cartesian coordinates (Å):
B -0.341 -0.970 -0.022
C -2.721 0.399 0.264
C 1.203 -1.257 0.046
C 2.047 -0.144 -0.356
C -1.349 0.243 -0.491
N 1.633 1.004 0.594
H -1.054 -1.877 0.183
H -0.859 1.263 -0.680
H -3.081 1.403 -0.116
H -2.555 0.332 1.401
H -3.451 -0.479 0.047
H 1.390 -1.527 1.156
H 1.391 -2.250 -0.369
H 3.066 -0.379 -0.353
H 1.847 0.066 -1.402
H -1.433 -0.005 -1.630
H 2.082 0.963 1.598
H 0.595 0.723 0.536
H 1.868 1.975 0.146

Properties
E_LUMO, eV: -3.707
Highest occupied orbital energy, Eh: -0.54035
Structure (SMILES): CCBCC[NH3+]
2S+1: 1
ΔE to the lowest compared entry with this formula, charge and spin, kJ/mol: 24.9
Kohn-Sham gap, eV: 11.00
Charge: +1
Electronic energy, Ha: -239.48496

Atom-resolved charges from Löwdin, all expressed in e: number 1, B, carries -0.1125; number 2, C, carries -0.1210; number 3, C, carries -0.1754; number 4, C, carries -0.1873; number 5, C, carries -0.2550; number 6, N, carries 0.1573; number 7, H, carries 0.0829; number 8, H, carries 0.0896; number 9, H, carries 0.0863; number 10, H, carries 0.0917; number 11, H, carries 0.1068; number 12, H, carries 0.1600; number 13, H, carries 0.1311; number 14, H, carries 0.1138; number 15, H, carries 0.1417; number 16, H, carries 0.1470; number 17, H, carries 0.2231; number 18, H, carries 0.1055; number 19, H, carries 0.2143

=====

[2]
Formula: C4H13CrO11S2
Source: the Open Molecules 2025 dataset
Level of theory: wB97M-V/def2-TZVPD

Cartesian coordinates (Å):
Cr -0.401 -0.413 0.507
S 1.640 1.067 2.893
O 0.701 2.165 3.275
O 1.552 -0.018 3.894
O 1.223 0.573 1.520
O 3.035 1.565 2.778
S -1.505 -2.548 -0.887
O -0.456 -2.556 0.180
O -1.895 -1.095 -0.939
O -0.954 -3.050 -2.179
O -2.620 -3.450 -0.521
O -1.541 -0.487 2.133
H -2.066 -1.293 2.039
C 2.910 -2.085 -0.731
C 2.473 -0.658 -0.998
O 1.065 -0.621 -1.214
H 2.635 -2.797 -1.510
H 2.529 -2.471 0.214
H 4.005 -2.059 -0.602
H 2.968 -0.250 -1.892
H 2.721 -0.031 -0.144
H 0.880 -1.034 -2.063
C -3.017 2.500 -0.581
C -1.593 2.333 -1.076
O -0.807 1.709 -0.069
H -3.680 2.895 -1.359
H -3.059 3.201 0.260
H -3.365 1.545 -0.188
H -1.154 3.292 -1.389
H -1.557 1.677 -1.947
H -0.667 2.393 0.598

Properties
E_LUMO (spin up / spin down), eV: 7.284 / 7.252
Highest occupied orbital energy (spin up / spin down), Eh: 0.13279 / 0.06892
Expectation value of S²: 6.0096
2S+1: 5
ΔE to the lowest compared entry with this formula, charge and spin, kJ/mol: 0.0
Kohn-Sham gap (spin up / spin down), eV: 3.67 / 5.38
Charge: -3
Electronic energy, Ha: -2828.67394

Atom-resolved charges from Löwdin, all expressed in e: number 1, Cr, carries 0.6911; number 2, S, carries 0.2286; number 3, O, carries -0.4736; number 4, O, carries -0.4451; number 5, O, carries -0.4797; number 6, O, carries -0.4874; number 7, S, carries 0.2481; number 8, O, carries -0.4393; number 9, O, carries -0.4483; number 10, O, carries -0.4569; number 11, O, carries -0.4386; number 12, O, carries -0.4383; number 13, H, carries -0.0784; number 14, C, carries -0.0836; number 15, C, carries -0.2852; number 16, O, carries -0.1299; number 17, H, carries 0.0693; number 18, H, carries 0.0827; number 19, H, carries 0.0612; number 20, H, carries 0.1006; number 21, H, carries 0.1018; number 22, H, carries 0.0904; number 23, C, carries -0.0897; number 24, C, carries -0.3057; number 25, O, carries -0.1173; number 26, H, carries 0.0557; number 27, H, carries 0.0679; number 28, H, carries 0.0840; number 29, H, carries 0.1000; number 30, H, carries 0.1105; number 31, H, carries 0.1051

=====

[3]
Formula: C4H13N
Source: the Open Molecules 2025 dataset
Level of theory: wB97M-V/def2-TZVPD

Cartesian coordinates (Å):
C -1.760 0.823 -1.948
N -2.059 -0.438 -2.636
H -0.763 1.225 -2.169
H -1.857 0.600 -0.889
H -2.480 1.552 -2.306
H -1.851 -0.355 -3.624
H -1.463 -1.232 -2.400
C 1.490 0.962 1.733
C 1.647 -0.544 1.507
C 0.301 -1.184 1.171
H 1.609 1.596 0.858
H 2.300 1.342 2.364
H 0.508 1.252 2.113
H 2.081 -1.027 2.387
H 2.379 -0.686 0.713
H 0.359 -2.238 0.919
H -0.411 -0.956 1.958
H -0.031 -0.693 0.248

Properties
E_LUMO, eV: 1.042
Highest occupied orbital energy, Eh: -0.34155
Structure (SMILES): CCC.CN
2S+1: 1
ΔE to the lowest compared entry with this formula, charge and spin, kJ/mol: 19.2
Kohn-Sham gap, eV: 10.34
Charge: 0
Electronic energy, Ha: -214.92592

Atom-resolved charges from Löwdin, all expressed in e: number 1, C, carries -0.1993; number 2, N, carries -0.0862; number 3, H, carries 0.0626; number 4, H, carries 0.0568; number 5, H, carries 0.0644; number 6, H, carries 0.0477; number 7, H, carries 0.0507; number 8, C, carries -0.1311; number 9, C, carries -0.3170; number 10, C, carries -0.1220; number 11, H, carries 0.0612; number 12, H, carries 0.0661; number 13, H, carries 0.0673; number 14, H, carries 0.0947; number 15, H, carries 0.0954; number 16, H, carries 0.0653; number 17, H, carries 0.0713; number 18, H, carries 0.0522

=====

[4]
Formula: C4H13N2
Source: the Open Molecules 2025 dataset
Level of theory: wB97M-V/def2-TZVPD

Cartesian coordinates (Å):
C -0.575 -1.190 1.942
C 0.004 -0.345 0.792
C -0.896 -0.335 -0.446
C -0.338 0.353 -1.741
N 0.531 1.586 -1.442
N 1.438 -0.532 0.600
H 0.246 -1.346 2.643
H -0.943 -2.162 1.601
H -1.375 -0.722 2.513
H -0.065 0.684 1.190
H -1.756 0.296 -0.223
H -1.242 -1.311 -0.786
H 0.322 -0.230 -2.372
H -1.252 0.747 -2.179
H 1.033 1.860 -2.316
H 1.075 1.321 -0.598
H -0.033 2.438 -1.230
H 1.769 -1.323 1.140
H 2.057 0.211 0.911

Properties
E_LUMO (spin up / spin down), eV: 0.984 / 0.770
Highest occupied orbital energy (spin up / spin down), Eh: -0.12648 / -0.36053
Expectation value of S²: 0.7505
2S+1: 2
ΔE to the lowest compared entry with this formula, charge and spin, kJ/mol: 184.4
Kohn-Sham gap (spin up / spin down), eV: 4.43 / 10.58
Charge: 0
Electronic energy, Ha: -269.56988

Atom-resolved charges from Löwdin, all expressed in e: number 1, C, carries -0.0626; number 2, C, carries -0.4955; number 3, C, carries -0.1714; number 4, C, carries -0.2280; number 5, N, carries 0.0276; number 6, N, carries 0.0086; number 7, H, carries 0.0694; number 8, H, carries 0.0760; number 9, H, carries 0.0755; number 10, H, carries 0.1002; number 11, H, carries 0.0978; number 12, H, carries 0.1127; number 13, H, carries 0.0919; number 14, H, carries 0.0758; number 15, H, carries 0.0375; number 16, H, carries 0.0420; number 17, H, carries 0.0222; number 18, H, carries 0.0639; number 19, H, carries 0.0566